[1]
{
  "formula": "C23H34N4NdO4",
  "method": "the ωB97M-V functional and the def2-TZVPD basis",
  "gap_ev": [7.96, 7.98],
  "multiplicity": 4,
  "max_force_ha_per_bohr": 0.0575,
  "relative_energy_kcal_mol": 1.1,
  "e_lumo_ev": [-2.369, -2.353],
  "homo_energy_ev": [-10.329, -10.334],
  "charge": 1,
  "symbols": ["Nd", "C", "C", "C", "C", "C", "C", "C", "C", "C", "C", "H", "H", "H", "H", "H", "H", "H", "H", "H", "H", "H", "H", "H", "H", "H", "N", "C", "C", "C", "C", "N", "C", "N", "N", "C", "O", "O", "H", "H", "H", "H", "H", "H", "H", "H", "H", "H", "H", "H", "H", "H", "O", "C", "O", "C", "C", "C", "C", "C", "C", "H", "H", "H", "H", "H"],
  "xyz": [[-0.276, 0.144, 0.638], [0.354, 2.417, 1.753], [-1.053, 2.319, 1.836], [-1.364, 1.269, 2.739], [-0.158, 0.714, 3.196], [0.910, 1.415, 2.575], [2.365, 1.301, 2.921], [-0.050, -0.308, 4.285], [-2.731, 0.881, 3.223], [-2.066, 3.258, 1.249], [1.152, 3.493, 1.080], [3.016, 1.530, 2.074], [2.626, 0.305, 3.275], [2.617, 2.009, 3.716], [-0.818, -1.080, 4.200], [-0.176, 0.169, 5.261], [0.919, -0.804, 4.290], [-3.077, -0.075, 2.820], [-3.473, 1.635, 2.960], [-2.734, 0.786, 4.310], [-2.898, 2.741, 0.764], [-1.623, 3.931, 0.514], [-2.503, 3.886, 2.028], [1.866, 3.110, 0.343], [1.735, 4.050, 1.816], [0.511, 4.213, 0.572], [-0.310, 2.022, -1.362], [-1.326, 1.280, -2.126], [-1.318, 1.489, -3.655], [-0.183, 0.803, -4.446], [-0.649, -0.393, -5.286], [-1.023, -1.569, -4.504], [-0.183, -2.437, -3.949], [1.079, -2.539, -4.388], [-0.620, -3.227, -2.975], [-1.127, -0.207, -1.836], [-2.056, -0.989, -1.980], [0.073, -0.518, -1.445], [-0.544, 3.007, -1.326], [0.586, 1.941, -1.833], [-2.307, 1.583, -1.756], [-1.277, 2.569, -3.812], [-2.284, 1.164, -4.048], [0.620, 0.485, -3.772], [0.263, 1.515, -5.141], [0.090, -0.660, -6.041], [-1.545, -0.119, -5.843], [-1.921, -1.512, -4.039], [1.353, -2.110, -5.254], [1.669, -3.273, -4.037], [-1.397, -2.907, -2.402], [0.026, -3.827, -2.489], [-0.828, -3.456, -0.021], [-0.621, -2.525, 0.726], [-1.457, -1.560, 1.033], [0.743, -2.427, 1.410], [1.854, -1.796, 0.837], [3.089, -1.836, 1.480], [3.227, -2.506, 2.682], [2.126, -3.140, 3.248], [0.893, -3.092, 2.624], [1.807, -1.374, -0.163], [3.945, -1.354, 1.025], [4.189, -2.545, 3.175], [2.232, -3.679, 4.181], [0.040, -3.591, 3.067]],
  "forces_ev_per_angstrom": [[1.22, 2.54, 0.89], [0.15, 0.49, 0.37], [-0.23, 0.23, 0.31], [-0.14, 0.24, 0.34], [0.06, 0.10, 0.38], [0.17, 0.19, 0.46], [0.07, -0.03, -0.02], [0.02, -0.08, 0.02], [-0.08, -0.06, -0.08], [-0.03, 0.00, -0.15], [0.04, -0.01, -0.16], [-0.02, 0.00, -0.01], [-0.02, 0.00, 0.02], [0.02, -0.01, -0.01], [0.00, 0.01, -0.02], [-0.01, -0.01, -0.01], [0.01, 0.02, -0.01], [0.03, -0.01, -0.01], [0.01, 0.00, 0.00], [0.00, 0.01, 0.00], [0.01, -0.02, 0.00], [0.00, 0.00, 0.02], [0.00, 0.00, 0.00], [0.00, -0.02, 0.02], [-0.01, 0.00, 0.00], [0.00, 0.00, 0.00], [-0.16, -0.16, -0.26], [0.02, -0.06, -0.19], [0.01, 0.15, 0.00], [0.03, -0.01, 0.05], [-0.09, 0.03, 0.04], [-0.14, 0.20, -0.05], [0.01, -0.24, 0.22], [-0.01, 0.02, -0.03], [0.09, -0.04, -0.07], [0.15, -0.20, -0.84], [-0.18, 0.07, -0.10], [-0.32, -0.56, -1.55], [0.00, 0.00, 0.09], [0.05, 0.02, 0.08], [-0.03, -0.04, 0.03], [-0.02, -0.01, -0.07], [-0.02, 0.00, 0.05], [0.02, -0.03, -0.06], [-0.02, 0.04, 0.01], [0.07, -0.04, 0.07], [0.03, 0.03, -0.06], [0.05, -0.03, 0.00], [-0.01, -0.02, -0.01], [0.01, 0.01, 0.03], [0.06, 0.09, 0.04], [0.00, -0.03, 0.04], [-0.15, 0.00, -0.14], [-0.19, -0.42, 0.12], [-0.61, -1.92, 0.26], [0.06, -0.24, -0.08], [0.05, -0.29, -0.01], [0.02, 0.06, 0.03], [-0.01, 0.00, 0.01], [0.02, 0.00, 0.01], [-0.01, 0.03, 0.08], [-0.06, -0.02, -0.04], [-0.01, 0.00, 0.00], [0.00, 0.00, -0.01], [0.00, 0.01, -0.01], [0.00, 0.00, -0.01]],
  "mulliken_charge": [0.42, 0.54, 0.93, 0.37, 0.85, 0.66, -1.56, -1.72, -1.61, -1.90, -1.76, 0.33, 0.32, 0.35, 0.41, 0.38, 0.29, 0.25, 0.45, 0.36, 0.35, 0.33, 0.43, 0.27, 0.41, 0.37, -0.30, 0.21, -1.27, 0.01, -1.43, -0.09, 0.72, -0.37, -0.36, 0.43, -0.85, -0.53, 0.31, 0.28, 0.29, 0.41, 0.58, 0.12, 0.47, 0.36, 0.46, 0.38, 0.17, 0.22, 0.33, 0.23, -0.69, 0.02, -0.50, 0.87, -0.13, -0.95, -0.47, -0.64, -0.47, 0.75, 0.48, 0.43, 0.42, 0.55]
}



[2]
{
  "formula": "C23H35BBrF3NO14P",
  "method": "the ωB97M-V functional and the def2-TZVPD basis",
  "gap_ev": 8.66,
  "max_force_ha_per_bohr": 0.0918,
  "e_lumo_ev": 0.341,
  "homo_energy_ev": -8.317,
  "charge": 0,
  "symbols": ["C", "C", "Br", "C", "C", "P", "O", "O", "C", "C", "C", "C", "F", "C", "F", "F", "C", "O", "O", "C", "B", "N", "O", "H", "H", "H", "H", "H", "H", "H", "H", "H", "H", "H", "H", "H", "H", "H", "H", "H", "C", "C", "C", "O", "C", "O", "O", "H", "H", "H", "H", "H", "H", "C", "C", "C", "O", "C", "O", "O", "H", "H", "H", "H", "H", "H", "C", "C", "C", "O", "C", "O", "O", "H", "H", "H", "H", "H", "H"],
  "xyz": [[-1.245, 0.056, 4.280], [-0.092, -0.865, 3.604], [-0.362, -2.798, 4.044], [-0.230, -0.625, 1.999], [1.028, -1.145, 1.150], [0.937, -0.104, -0.474], [0.821, 1.575, -0.124], [-0.517, -0.640, -1.271], [1.038, -2.633, 0.545], [-0.314, -3.481, 0.457], [-0.417, -4.423, -0.846], [0.607, -5.636, -0.855], [0.083, -6.948, -0.586], [1.986, -5.567, -1.132], [2.594, -4.678, -2.036], [2.831, -6.446, -0.398], [2.275, -3.348, 1.300], [2.365, -4.482, 1.786], [3.243, -2.268, 1.294], [2.487, -1.139, 1.872], [3.321, 0.272, 1.915], [4.663, 0.354, 1.239], [2.853, 1.453, 2.612], [-1.057, 0.102, 5.408], [-2.291, -0.360, 4.105], [-1.175, 1.133, 3.898], [0.898, -0.448, 4.015], [-0.390, 0.515, 1.896], [-1.227, -1.103, 1.715], [-0.083, 1.864, -0.447], [-1.269, -0.047, -1.034], [1.432, -2.442, -0.530], [-0.379, -4.089, 1.435], [-1.230, -2.784, 0.405], [-1.470, -4.896, -0.812], [-0.392, -3.830, -1.832], [2.509, -1.437, 2.991], [4.603, 0.106, 0.237], [5.250, -0.393, 1.661], [3.540, 1.626, 3.305], [-1.734, 3.293, -5.287], [-1.220, 3.324, -3.865], [-1.818, 2.265, -2.990], [-1.759, 2.859, -1.697], [-1.797, 4.211, -1.890], [-1.967, 5.012, -1.019], [-1.619, 4.525, -3.204], [-1.168, 3.992, -5.908], [-1.641, 2.296, -5.717], [-2.780, 3.610, -5.337], [-0.126, 3.278, -3.857], [-1.243, 1.338, -3.014], [-2.864, 2.043, -3.224], [0.597, 3.763, 9.410], [0.381, 3.263, 7.998], [0.019, 1.808, 7.923], [0.521, 1.432, 6.646], [1.555, 2.271, 6.372], [2.331, 2.110, 5.476], [1.593, 3.312, 7.249], [0.722, 4.849, 9.410], [-0.250, 3.514, 10.054], [1.510, 3.344, 9.841], [-0.361, 3.885, 7.485], [-1.059, 1.646, 7.978], [0.511, 1.194, 8.685], [-2.900, -1.685, -8.766], [-2.290, -0.457, -8.125], [-0.875, -0.195, -8.552], [-0.334, 0.480, -7.421], [-1.043, 0.058, -6.339], [-0.728, 0.265, -5.201], [-2.154, -0.633, -6.716], [-3.964, -1.746, -8.525], [-2.794, -1.661, -9.853], [-2.440, -2.600, -8.382], [-2.928, 0.417, -8.299], [-0.821, 0.434, -9.441], [-0.295, -1.107, -8.723]],
  "forces_ev_per_angstrom": [[0.43, -0.58, 0.71], [-1.12, 2.52, -0.70], [0.38, 1.21, -0.09], [0.33, -0.53, 1.85], [-1.46, -0.12, 0.66], [1.68, -0.10, -1.48], [-2.37, -2.05, -0.61], [0.57, 1.90, 1.90], [-0.17, -0.44, -0.53], [0.24, 0.10, 0.21], [-0.61, -1.07, -0.06], [1.54, 0.19, -1.29], [1.18, 2.96, 0.40], [-1.55, -1.02, 1.26], [-1.06, -1.89, 2.93], [-1.44, 2.10, -2.95], [-0.78, -0.48, 0.10], [0.24, 4.34, -1.84], [-1.37, -1.31, 0.76], [-0.25, 0.55, 0.75], [0.42, 1.35, -0.54], [-0.40, -0.77, 0.71], [1.07, -3.00, -0.07], [-0.39, -0.16, -1.64], [1.41, 0.52, 0.06], [0.00, -1.57, 0.36], [-1.37, -1.14, -0.69], [0.63, -1.70, 0.01], [1.49, 0.45, 0.07], [1.23, 0.17, 0.64], [0.39, -0.78, -0.10], [-0.41, -0.70, 1.38], [-0.06, 0.78, -1.70], [1.50, -1.01, 0.12], [1.67, 0.61, -0.12], [0.30, -0.76, 1.59], [-1.00, 0.59, -1.44], [-0.03, 0.04, 0.73], [-0.30, 0.51, -0.58], [-0.79, 0.43, -0.88], [-0.01, 0.51, -0.34], [-0.01, -0.30, -1.12], [0.13, -0.96, -0.11], [0.05, 0.45, 0.16], [-0.11, 1.15, 0.64], [0.13, -0.70, -0.62], [-0.10, -0.24, 0.93], [-0.02, -0.11, 0.03], [0.03, 0.27, 0.21], [0.04, -0.12, 0.18], [-0.08, -0.07, 0.09], [-0.06, 0.10, 0.08], [0.05, 0.12, -0.12], [0.29, 0.43, -0.02], [-0.20, 0.44, 1.02], [-0.57, -0.35, 0.16], [0.41, 0.28, -0.05], [0.75, 0.01, -0.74], [-0.45, 0.06, 0.62], [-0.05, -0.57, -0.56], [-0.08, -0.10, 0.03], [0.01, -0.01, -0.11], [-0.15, -0.15, -0.09], [0.02, -0.12, -0.04], [0.12, -0.09, -0.17], [0.03, 0.17, 0.04], [-0.40, -0.16, 0.30], [-0.55, -0.68, -0.78], [0.27, 0.21, -0.61], [-0.28, -0.13, 0.62], [0.30, -0.14, 0.80], [-0.23, -0.17, -0.82], [0.63, 0.51, 0.33], [0.09, 0.02, -0.10], [0.02, 0.08, 0.08], [0.15, 0.16, -0.08], [0.12, 0.02, 0.03], [0.11, 0.05, 0.20], [-0.16, -0.04, 0.03]],
  "mulliken_charge": [-1.10, 0.13, -0.14, -1.07, 2.41, -0.16, -0.41, -0.53, -1.01, -0.52, -0.69, 0.45, -0.29, 0.16, -0.23, -0.23, 0.24, -0.55, -0.44, -0.69, 0.78, -0.72, -0.60, 0.20, 0.38, 0.34, 0.26, 0.55, 0.18, 0.20, 0.28, 0.53, 0.30, 0.17, 0.37, 0.33, 0.19, 0.32, 0.28, 0.29, -0.78, 0.58, -0.23, -0.36, 0.56, -0.55, -0.36, 0.39, -0.30, 0.38, 0.23, 0.33, 0.24, -1.46, 0.48, -0.54, -0.20, 0.52, -0.47, -0.34, 0.36, 0.37, 0.36, 0.25, 0.34, 0.32, -1.47, 0.49, -0.49, -0.29, 0.58, -0.55, -0.32, 0.35, 0.38, 0.36, 0.26, 0.32, 0.32]
}